(1)
This record from the Open Molecules 2025 dataset describes a structure of composition C29H26GeN2O5V. The level of theory is ωB97M-V with the def2-TZVPD basis set.

Summary:
Strongest force on any atom   3.8 eV Å⁻¹
Total charge   -2
ΔE to the lowest compared entry with this formula, charge and spin   0.0 kcal/mol
Energy   -4627.3308 Eh
Orbital gap (spin up / spin down)   3.01 / 3.86 eV
HOMO energy (spin up / spin down)   0.056 / 0.024 Eh
Expectation value of S²   3.789
Multiplicity   4

Geometry as XYZ:
```
64
Properties=species:S:1:pos:R:3:lowdin_charge:R:1
V 0.82347 -1.59245 2.07375 0.914
O 0.32556 2.29421 3.34982 0.018
C 0.20596 0.93534 3.08232 -0.495
O 1.18531 0.35596 2.44082 -0.163
C -0.88350 0.19606 3.43550 -0.233
C -2.01284 0.49726 4.26467 -0.060
C -2.88149 -0.49632 4.59359 -0.143
C -2.66804 -1.84184 4.11183 -0.076
C -1.59188 -2.08105 3.30375 -0.235
N -0.72301 -1.11598 2.92531 -0.075
C -1.19187 -3.41818 2.71910 -0.586
O -1.80867 -4.45183 2.98892 -0.008
O -0.15942 -3.33456 1.94923 -0.119
H 1.07321 2.56783 2.80688 0.068
H -2.14394 1.51339 4.61831 0.092
H -3.73686 -0.28856 5.22952 0.068
H -3.33375 -2.65685 4.36029 0.080
C 1.15862 -2.30165 -0.77120 -0.274
N 2.42586 -3.02958 -0.61453 -0.197
C 3.41384 -2.75653 -1.63500 -0.137
C 2.93805 -3.14119 0.68571 -0.337
O 2.46267 -2.57931 1.73393 -0.236
H 1.05079 -2.10466 -1.84624 0.073
H 2.11467 -0.60999 0.13598 0.046
H 0.35769 -2.98797 -0.47539 0.099
H 2.97117 -2.91089 -2.62280 0.069
H 4.25552 -3.44174 -1.51782 0.064
H 3.80709 -1.72317 -1.58701 0.066
H 3.79913 -3.81657 0.75524 0.082
C 1.09569 -1.02338 0.08087 -0.345
Ge 0.15656 0.47978 -0.76790 1.016
C -0.19940 0.11070 -2.69784 -0.242
C 0.18123 0.96611 -3.73457 -0.112
C -0.17978 0.71680 -5.05006 -0.118
C -0.94805 -0.39662 -5.36780 -0.124
C -1.35477 -1.24913 -4.34700 -0.104
C -0.98951 -0.99361 -3.03662 -0.116
C -1.64355 0.93361 -0.12193 -0.248
C -2.16715 2.22482 -0.12014 -0.114
C -3.46511 2.46519 0.30505 -0.111
C -4.26699 1.41070 0.72079 -0.110
C -3.77078 0.11418 0.68805 -0.083
C -2.47307 -0.11883 0.26458 -0.101
C 1.43040 1.98965 -0.76059 -0.246
C 2.64431 1.77391 -1.42672 -0.125
C 3.69561 2.66861 -1.33349 -0.106
C 3.57189 3.81487 -0.55645 -0.117
C 2.38063 4.04225 0.12348 -0.108
C 1.33350 3.13907 0.02336 -0.113
H 0.77967 1.83955 -3.49542 0.085
H 0.13711 1.39002 -5.84018 0.087
H -1.22784 -0.59558 -6.39544 0.084
H -1.96273 -2.11442 -4.58725 0.093
H -1.31303 -1.66647 -2.24841 0.100
H -1.54651 3.05002 -0.45692 0.084
H -3.85610 3.47748 0.31685 0.087
H -5.27031 1.60120 1.08348 0.088
H -4.38563 -0.70900 1.02921 0.100
H -2.08118 -1.12976 0.25872 0.103
H 2.75448 0.87104 -2.02009 0.096
H 4.62559 2.46965 -1.85466 0.091
H 4.39274 4.51737 -0.47829 0.086
H 2.27648 4.92732 0.74163 0.092
H 0.41225 3.32372 0.56723 0.086
```



(2)
This record from the Open Molecules 2025 dataset describes a structure of composition C29H26N3O5S5Ti. The level of theory is ωB97M-V with the def2-TZVPD basis set.

Summary:
Strongest force on any atom   2.6 eV Å⁻¹
Total charge   -1
ΔE to the lowest compared entry with this formula, charge and spin   41.3 kcal/mol
Energy   -4501.7894 Eh
Orbital gap (spin up / spin down)   5.29 / 5.29 eV
HOMO energy (spin up / spin down)   -0.110 / -0.109 Eh

Geometry as XYZ:
```
69
Properties=species:S:1:pos:R:3:lowdin_charge:R:1
Ti 0.40133 -0.07790 0.21539 0.966
O -0.70412 0.22178 -3.70351 0.114
C -0.66646 -0.22158 -2.58530 -0.533
O 0.12359 0.21968 -1.61826 -0.157
C -1.60389 -1.32141 -2.11900 -0.071
C -2.45079 -0.83356 -0.91405 -0.244
C -3.67205 -1.71879 -0.75096 -0.105
C -3.02581 -3.04435 -0.26415 -0.081
C -1.55588 -2.65541 -0.12425 -0.253
O -1.63418 -1.23516 0.24413 -0.134
C -0.86628 -2.56999 -1.47678 -0.081
C 0.63946 -2.31437 -1.28910 -0.584
O 1.36320 -2.45973 -2.24993 0.081
O 0.97664 -1.94420 -0.06789 -0.170
H -2.23123 -1.59792 -2.96117 0.152
H -2.62536 0.23849 -0.87282 0.103
H -4.33651 -1.30017 0.00497 0.119
H -4.22942 -1.82141 -1.68197 0.110
H -3.44032 -3.37154 0.68883 0.111
H -3.13807 -3.85624 -0.98475 0.117
H -0.99716 -3.20690 0.61247 0.129
H -0.96451 -3.46442 -2.08631 0.156
C -0.82772 -2.34134 3.05766 -0.025
C 0.14241 -1.21270 3.27471 -0.304
C 0.86247 -1.15410 4.42244 -0.054
C 1.75545 -0.06670 4.65038 -0.081
C 1.78463 0.96045 3.77684 -0.089
C 0.95068 0.91177 2.61692 -0.273
N 0.23825 -0.24547 2.30101 0.019
C 0.72271 2.04972 1.80473 -0.283
C 1.16889 3.34318 2.17628 -0.039
C 0.88224 4.41413 1.40806 -0.076
C 0.12356 4.19929 0.20546 -0.038
C -0.27892 2.96823 -0.14892 -0.211
N 0.01299 1.84543 0.60966 -0.008
C -1.06781 2.80929 -1.41152 -0.218
C -0.62860 3.40775 -2.58965 -0.013
C -1.43847 3.34710 -3.70853 -0.058
C -2.65388 2.69206 -3.62710 -0.040
C -2.99767 2.08335 -2.42586 -0.324
C -4.26220 1.27426 -2.29619 -0.028
N -2.22238 2.15117 -1.34495 0.148
H -1.23597 -2.65655 4.01780 0.079
H -1.64379 -2.02559 2.41623 0.064
H -0.33245 -3.20557 2.60707 0.086
H 0.76404 -1.95456 5.14531 0.103
H 2.40946 -0.06740 5.51532 0.105
H 2.44723 1.79605 3.93706 0.093
H 1.72370 3.46766 3.09467 0.102
H 1.19559 5.40906 1.69868 0.093
H -0.16457 5.03647 -0.41606 0.107
H 0.34517 3.87634 -2.62376 0.120
H -1.11502 3.79176 -4.64242 0.108
H -3.31402 2.61917 -4.48352 0.109
H -5.06166 1.68773 -2.91277 0.079
H -4.08380 0.24707 -2.63250 0.071
H -4.58935 1.24342 -1.25711 0.086
C 4.45799 -1.49566 -2.27044 -0.393
S 4.43596 -2.70848 -0.93755 0.821
C 4.47779 -1.70400 0.49583 -0.975
C 3.93351 -0.51383 0.80104 -1.017
S 2.83007 0.57222 -0.02832 0.653
S 4.54238 0.15958 2.30178 0.905
C 5.41176 -1.17039 2.90114 -1.532
S 6.11023 -1.24264 4.40511 0.445
S 5.49051 -2.42333 1.73593 0.885
H 4.14133 -2.04529 -3.15457 0.032
H 5.46049 -1.08768 -2.40358 0.036
H 3.73455 -0.70733 -2.07741 -0.018
```



(3)
This record from the Open Molecules 2025 dataset describes a structure of composition C29H26N4O3V. The level of theory is ωB97M-V with the def2-TZVPD basis set.

Summary:
Strongest force on any atom   3.9 eV Å⁻¹
ΔE to the lowest compared entry with this formula, charge and spin   84.0 kcal/mol
Energy   -2509.3509 Eh
Orbital gap (spin up / spin down)   6.18 / 6.54 eV
HOMO energy (spin up / spin down)   -0.253 / -0.268 Eh
Expectation value of S²   3.785
Multiplicity   4

Geometry as XYZ:
```
63
Properties=species:S:1:pos:R:3:lowdin_charge:R:1
V 0.16275 0.50193 0.28372 0.814
C -4.04402 0.56509 -1.00617 -0.054
C -2.92945 1.14628 -0.18022 -0.233
C -2.42655 0.49639 1.04354 -0.014
C -1.60444 1.23938 1.94587 -0.282
C -1.56046 0.82714 3.42138 -0.022
C -0.84243 2.29966 1.37089 -0.117
C -1.35311 2.97728 0.22850 -0.276
C -0.98681 4.41159 -0.06959 -0.032
C -2.34845 2.39822 -0.56157 -0.013
H -3.92014 0.88881 -2.07894 0.091
H -5.07449 0.86534 -0.62881 0.099
H -4.08161 -0.57772 -0.84491 0.110
H -2.74514 -0.52854 1.29707 0.133
H -1.18806 -0.21383 3.43867 0.078
H -2.51148 0.82778 3.92336 0.066
H -0.87230 1.57619 4.04362 0.134
H -0.03681 2.74534 1.97371 0.129
H 0.08466 4.68944 -0.02370 0.090
H -1.42872 4.97683 0.79210 0.103
H -1.60383 4.63858 -0.93812 0.071
H -2.65449 3.05785 -1.38049 0.124
O -1.94354 0.14176 -3.32787 0.027
C -2.20759 -1.17905 -3.39237 -0.309
C -2.98238 -1.70739 -4.37689 -0.039
C -3.14041 -3.04638 -4.51275 -0.054
C -2.52637 -3.94051 -3.56131 -0.064
C -1.95636 -3.42458 -2.40550 -0.016
C -1.75806 -2.03252 -2.39559 -0.092
C -0.88623 -1.47304 -1.34847 -0.441
O -0.70783 -0.20755 -1.32620 -0.167
N -0.31337 -2.27357 -0.49060 0.084
N 0.20548 -1.51978 0.52403 -0.115
C 0.51248 -2.07406 1.72341 -0.017
C 1.57956 -1.50907 2.63526 -0.105
C 2.15127 -2.29015 3.75876 -0.061
C 3.32523 -1.89647 4.31548 -0.157
C 3.90954 -0.69099 3.92923 -0.109
C 3.36949 0.12447 2.91833 -0.013
C 2.03185 -0.11376 2.44400 -0.359
O 1.32272 0.75025 1.82847 -0.182
H -1.57925 0.19125 -2.35551 0.039
H -3.63075 -0.95515 -4.74985 0.116
H -3.66769 -3.48365 -5.32045 0.091
H -2.65609 -4.99254 -3.66382 0.083
H -1.76508 -3.99033 -1.52342 0.100
H 0.15147 -3.10309 2.00990 0.127
H 1.47964 -3.05444 4.17325 0.108
H 3.73624 -2.47862 5.14295 0.100
H 4.96383 -0.56602 4.29052 0.113
H 3.98591 0.99044 2.55801 0.114
N 5.80791 3.36346 -0.06024 0.178
C 4.96952 2.65473 -0.41904 -0.196
C 4.14668 1.57818 -0.78802 -0.184
C 4.56135 0.36132 -1.38406 0.033
C 3.57553 -0.60984 -1.72473 0.005
C 2.19568 -0.29738 -1.58673 -0.071
N 1.78943 0.85199 -1.00537 -0.014
C 2.71680 1.77011 -0.64146 -0.020
H 5.59762 0.08110 -1.49204 0.119
H 3.73274 -1.58731 -2.11775 0.101
H 1.46331 -0.80792 -2.22917 0.133
H 2.40506 2.63710 -0.10228 0.118
```



(4)
This record from the Open Molecules 2025 dataset describes the molecule C29H26N4O5. The level of theory is ωB97M-V with the def2-TZVPD basis set.

Summary:
Strongest force on any atom   1.3 eV Å⁻¹
ΔE to the lowest compared entry with this formula, charge and spin   0.0 kcal/mol
SMILES string   COc1ccc([C@H](C(=O)NCc2ccccc2)N(Cc2ccc3c(c2)OCO3)C(=O)c2cnccn2)cc1
Energy   -1715.9281 Eh
Orbital gap   8.56 eV
HOMO energy   -0.294 Eh

Geometry as XYZ:
```
64
Properties=species:S:1:pos:R:3:lowdin_charge:R:1
C 4.09362 3.59897 -0.20536 -0.085
H 4.82561 2.85058 -0.52603 0.091
O 3.08884 3.02420 0.59780 -0.090
C 2.33359 2.02135 0.07272 -0.278
C 1.41407 1.42495 0.93804 0.012
C 0.64027 0.36481 0.51979 -0.032
C 0.75298 -0.12671 -0.77936 -0.211
C 1.63661 0.49896 -1.64733 -0.028
C 2.42276 1.56082 -1.23569 -0.009
H 3.11161 2.00283 -1.93740 0.109
H 1.73295 0.14542 -2.66401 0.123
C -0.01945 -1.34148 -1.24671 -0.129
N 0.18688 -2.49947 -0.39657 0.022
C -0.64219 -2.98949 0.55046 -0.391
O -0.37809 -3.99778 1.18636 0.075
C -1.94138 -2.30937 0.84812 -0.182
N -1.95620 -1.04959 1.26589 0.139
C -3.11423 -0.55661 1.68274 -0.100
C -4.26672 -1.32422 1.68740 -0.120
N -4.26394 -2.57699 1.25215 0.101
C -3.11434 -3.07229 0.84068 -0.056
H -3.11240 -4.09426 0.49253 0.128
H -5.21047 -0.93961 2.04681 0.103
H -3.09892 0.46851 2.02553 0.108
C 1.42469 -3.23097 -0.64603 -0.075
C 2.62600 -2.36822 -0.37301 -0.209
C 3.52574 -2.05065 -1.37629 -0.051
C 4.57892 -1.16186 -1.16667 0.005
C 4.67977 -0.60035 0.08064 -0.209
C 3.79928 -0.94447 1.10852 -0.194
C 2.77368 -1.83050 0.91003 0.063
H 2.08970 -2.08634 1.70142 0.141
O 4.12788 -0.25107 2.23981 0.046
C 5.22333 0.56526 1.89182 -0.153
O 5.56737 0.33894 0.53946 0.029
H 4.95074 1.62345 2.03099 0.132
H 6.08450 0.32297 2.53486 0.142
H 5.27045 -0.90874 -1.95255 0.119
H 3.40746 -2.49119 -2.35488 0.113
H 1.43076 -3.58444 -1.68225 0.135
H 1.40730 -4.09448 0.02520 0.130
H 0.38688 -1.62407 -2.23187 0.165
C -1.50932 -1.09040 -1.55408 -0.451
O -2.25538 -1.99841 -1.85579 0.081
N -1.85247 0.20651 -1.58428 0.105
H -1.19514 0.88787 -1.23477 0.121
C -3.17590 0.65969 -1.95655 -0.107
C -3.88761 1.36074 -0.82858 -0.219
C -5.15920 0.96230 -0.44103 -0.055
C -5.81807 1.61709 0.58555 -0.091
C -5.20693 2.67068 1.24292 -0.091
C -3.93690 3.07257 0.86381 -0.087
C -3.28342 2.42500 -0.16944 -0.050
H -2.29682 2.75398 -0.46516 0.113
H -3.45549 3.89558 1.37127 0.104
H -5.71840 3.17923 2.04652 0.102
H -6.81005 1.30195 0.87348 0.106
H -5.63480 0.13412 -0.94544 0.119
H -3.73351 -0.22608 -2.26925 0.123
H -3.08419 1.34123 -2.81268 0.134
H -0.06202 -0.09522 1.19753 0.095
H 1.34355 1.79724 1.94753 0.124
H 4.58562 4.33946 0.42362 0.096
H 3.67059 4.09805 -1.08291 0.096
```